No. 1
This record from the OMol25 dataset describes a 2-piece molecular cluster, C3H10N2O2 overall in a non-equilibrium geometry. The level of theory is ωB97M-V/def2-TZVPD.

Last column: Löwdin charge in e.
Positions of all 17 atoms, in Å:
C1 1.62378 -0.26443 1.17953  -0.281
C2 0.11776 -0.40431 0.81444  -0.130
C3 -0.50707 -1.37386 -0.18055  -0.511
N1 -0.43120 -0.78575 -1.49142  0.115
O1 -0.99171 -2.43506 0.03983  0.100
N2 1.80330 1.00851 1.81422  -0.012
H1 2.14737 -0.39469 0.22713  0.097
H2 1.92947 -1.05719 1.86465  0.115
H3 -0.36488 0.55661 0.56713  0.112
H4 -0.39543 -0.53920 1.77106  0.118
H5 -0.63523 -1.39333 -2.28005  0.096
H6 0.45060 -0.32339 -1.62303  0.074
H7 1.37267 1.74644 1.29193  0.059
H8 2.73235 1.30347 2.06659  0.070
H9 -2.88378 0.69109 -2.14868  0.012
H10 -2.60680 2.14856 -1.93638  0.045
O2 -3.36120 1.51653 -1.97638  -0.082

Forces on atoms 1 to 6 (eV/Å):
C -0.682 -0.534 -1.344
C -1.498 0.633 2.016
C 1.912 1.427 -1.648
N -0.334 -0.860 0.577
O -0.708 -0.761 0.340
N -0.332 0.486 0.516

structure (SMILES): NCCC(N)=O.O
highest occupied orbital energy: -9.6 eV
energy above the lowest of the compared OMol25 structures with the same formula, charge and spin: 1.259 eV
net charge: 0
multiplicity: 1

No. 2
This record from the OMol25 dataset describes a 2-piece molecular cluster, C3H4F3N overall in a non-equilibrium geometry. The level of theory is ωB97M-V/def2-TZVPD.

Last column: Löwdin charge in e.
Positions of all 11 atoms, in Å:
C1 -1.35795 -0.31465 -0.95528  0.093
C2 -0.73319 0.58503 -0.13889  -0.481
C3 -0.14944 0.12063 1.08805  0.087
N1 1.96869 -0.50454 0.41808  0.035
F1 -0.85308 1.85840 -0.30661  0.106
F2 1.58297 -1.07288 -0.76937  -0.072
F3 2.53636 0.69685 0.12743  -0.052
H1 -1.56214 -0.04412 -1.98213  0.068
H2 -1.11469 -1.37016 -0.65155  0.086
H3 -0.66232 -0.74115 1.49525  0.091
H4 0.34480 0.78660 1.67501  0.039

Forces on atoms 1 to 6 (eV/Å):
C 2.213 -0.373 0.485
C -1.517 -3.350 0.950
C -0.606 -1.077 -2.243
N -1.261 -0.667 1.025
F 0.487 2.384 -0.718
F 0.565 0.611 -0.192

highest occupied orbital energy (spin up / spin down): -8.7 / -9.9 eV
energy above the lowest of the compared OMol25 structures with the same formula, charge and spin: 6.627 eV
net charge: 0
multiplicity: 1

No. 3
This record from the OMol25 dataset describes C4H5FO3 as an isolated structure in a non-equilibrium geometry. The level of theory is ωB97M-V/def2-TZVPD.

Last column: Löwdin charge in e.
Positions of all 13 atoms, in Å:
C1 -1.94668 -0.42117 0.23510  -0.124
C2 -0.84502 0.69001 -0.03370  -0.389
C3 1.28642 0.75269 -0.08810  -0.115
C4 2.50706 0.17750 -0.17949  -0.142
H1 -0.89697 -1.85994 -0.34695  0.019
H2 -1.69963 -0.81646 1.55168  0.208
H3 -3.07126 -0.19618 0.01854  0.148
H4 1.21001 1.80619 -0.21927  0.121
H5 3.39399 0.72205 0.05852  0.114
O1 -1.74044 -1.60791 -0.53298  -0.045
O2 -1.00223 1.90729 -0.37531  0.069
O3 0.24689 -0.05400 0.04556  0.048
F1 2.55785 -1.10006 -0.13359  0.088

Forces on atoms 1 to 6 (eV/Å):
C -1.296 -1.068 2.714
C -5.103 1.947 -1.676
C 5.701 -0.142 -0.756
C -2.490 3.144 1.056
H 3.806 -1.515 0.571
H -1.138 1.660 -3.765

highest occupied orbital energy: -9.6 eV
energy above the lowest of the compared OMol25 structures with the same formula, charge and spin: 2.699 eV
net charge: 0
multiplicity: 1

No. 4
This record from the OMol25 dataset describes a 4-piece molecular cluster, C2H10O2S2 overall in a non-equilibrium geometry. The level of theory is ωB97M-V/def2-TZVPD.

Last column: Löwdin charge in e.
Positions of all 16 atoms, in Å:
C1 0.13256 -2.14144 0.86571  -0.522
S1 -0.40487 -1.02426 2.15863  0.746
S2 -0.14757 0.08356 -2.22037  0.716
C2 -1.49753 0.64397 -1.18007  -0.518
H1 -0.10109 -1.81572 -0.16169  -0.001
H2 1.26893 -2.28406 0.85496  0.071
H3 -0.30345 -3.09389 1.03826  0.004
H4 -1.41920 0.15456 -0.17437  -0.005
H5 -1.45163 1.76035 -1.03730  0.062
H6 -2.49930 0.33070 -1.62008  0.049
H7 2.83410 1.42856 -1.23421  0.015
H8 1.29337 0.82461 -1.33355  -0.102
O1 2.06195 1.28131 -0.69174  -0.210
H9 -0.15073 0.83242 1.54191  -0.162
H10 0.89536 1.61297 0.72888  0.025
O2 0.02085 1.75438 1.22564  -0.167

Forces on atoms 1 to 6 (eV/Å):
C 2.253 0.419 1.291
S -0.147 -0.978 -1.397
S -1.416 -0.692 0.784
C -0.885 0.341 -1.252
H -0.235 0.616 -0.606
H -1.459 0.507 0.046

highest occupied orbital energy: -8.9 eV
energy above the lowest of the compared OMol25 structures with the same formula, charge and spin: 5.561 eV
net charge: 0
multiplicity: 1

What did the first record say?
This record from the OMol25 dataset describes a 2-piece molecular cluster, C3H10N2O2 overall in a non-equilibrium geometry. The level of theory is ωB97M-V/def2-TZVPD.

Last column: Löwdin charge in e.
Positions of all 17 atoms, in Å:
C1 1.62378 -0.26443 1.17953  -0.281
C2 0.11776 -0.40431 0.81444  -0.130
C3 -0.50707 -1.37386 -0.18055  -0.511
N1 -0.43120 -0.78575 -1.49142  0.115
O1 -0.99171 -2.43506 0.03983  0.100
N2 1.80330 1.00851 1.81422  -0.012
H1 2.14737 -0.39469 0.22713  0.097
H2 1.92947 -1.05719 1.86465  0.115
H3 -0.36488 0.55661 0.56713  0.112
H4 -0.39543 -0.53920 1.77106  0.118
H5 -0.63523 -1.39333 -2.28005  0.096
H6 0.45060 -0.32339 -1.62303  0.074
H7 1.37267 1.74644 1.29193  0.059
H8 2.73235 1.30347 2.06659  0.070
H9 -2.88378 0.69109 -2.14868  0.012
H10 -2.60680 2.14856 -1.93638  0.045
O2 -3.36120 1.51653 -1.97638  -0.082

Forces on atoms 1 to 6 (eV/Å):
C -0.682 -0.534 -1.344
C -1.498 0.633 2.016
C 1.912 1.427 -1.648
N -0.334 -0.860 0.577
O -0.708 -0.761 0.340
N -0.332 0.486 0.516

structure (SMILES): NCCC(N)=O.O
highest occupied orbital energy: -9.6 eV
energy above the lowest of the compared OMol25 structures with the same formula, charge and spin: 1.259 eV
net charge: 0
multiplicity: 1